No. 1
Molecular formula: C6H27ClN10NbO7
Method: DFT, ωB97M-V/def2-TZVPD

Results
- Energy: -49964.9282 eV
- Total charge: -1
- LUMO: 1.680 eV
- Frontier orbital gap: 0.219 hartree
- HOMO: -4.3 eV

The geometry in XYZ format:
```
52
Properties=species:S:1:pos:R:3:forces:R:3
O 0.735 0.883 -1.805 -0.6 0.1 -0.8
O 1.734 1.020 -0.808 -0.1 -0.3 1.1
C 2.036 -0.382 -0.413 0.0 0.4 -0.3
Nb 3.634 -1.166 -1.841 -1.9 -1.5 -0.3
Cl 2.135 -2.998 -2.668 0.6 0.5 0.3
H 0.117 1.607 -1.617 0.3 -0.1 0.2
H 2.347 -0.353 0.665 -0.5 0.0 -0.8
H 1.088 -0.962 -0.585 0.8 0.5 0.6
H 4.403 -2.264 -0.593 0.7 -0.1 0.3
H 4.857 -1.697 -3.118 0.2 0.4 -0.1
H 2.902 -0.101 -3.147 0.6 0.3 -0.2
H 4.793 0.161 -1.416 -0.2 -0.3 -0.1
C -1.504 -1.675 -4.209 0.5 -0.2 0.3
O -0.727 -1.795 -5.149 -0.3 -0.1 -0.1
N -1.220 -2.115 -2.959 0.0 -0.3 -0.1
N -2.730 -1.089 -4.347 -0.5 0.3 -0.4
H -1.848 -2.030 -2.181 0.1 0.1 0.0
H -0.324 -2.551 -2.816 0.2 0.1 0.1
H -2.976 -0.751 -5.260 0.0 0.0 0.1
H -3.383 -0.980 -3.595 0.1 0.0 0.0
C -1.342 0.180 1.778 0.3 0.0 -0.4
O -1.392 -0.731 0.959 -0.2 0.0 0.2
N -0.503 1.239 1.661 0.1 0.1 -0.3
N -2.134 0.209 2.890 -0.4 -0.1 0.4
H -0.458 1.990 2.328 0.0 0.1 0.1
H 0.105 1.263 0.856 0.1 -0.1 0.1
H -2.771 -0.555 3.017 0.1 0.0 0.0
H -2.110 0.946 3.575 0.1 0.0 0.0
C 0.442 4.819 3.631 -0.1 -0.3 -0.1
O -0.070 3.747 3.358 0.1 0.1 0.0
N 0.301 5.919 2.843 -0.2 0.2 -0.3
N 1.196 5.004 4.748 0.2 -0.1 0.4
H 0.713 6.809 3.048 0.0 0.0 0.0
H -0.249 5.818 2.009 0.1 0.0 0.0
H 1.320 4.212 5.353 0.0 0.0 -0.1
H 1.626 5.875 4.993 0.0 0.0 -0.1
C 0.898 -4.911 -7.428 0.1 0.0 -0.1
O 1.136 -5.666 -8.365 -0.1 0.0 0.1
N -0.317 -4.857 -6.818 -0.5 -0.2 0.1
N 1.822 -4.061 -6.915 0.3 0.2 0.1
H -0.530 -4.242 -6.051 0.1 0.2 -0.1
H -1.031 -5.469 -7.166 0.1 0.0 0.0
H 2.733 -4.064 -7.334 0.0 0.0 0.1
H 1.639 -3.438 -6.146 0.0 0.0 0.0
C -2.071 1.483 6.735 0.1 0.2 -0.3
O -1.916 2.262 5.809 -0.1 -0.2 0.2
N -3.269 0.892 7.003 -0.4 -0.1 0.0
N -1.059 1.137 7.579 0.3 0.1 0.2
H -3.418 0.250 7.758 0.0 0.0 0.0
H -4.038 1.124 6.401 0.1 0.0 0.0
H -0.161 1.552 7.410 0.0 -0.1 0.0
H -1.164 0.499 8.344 0.0 0.0 0.0
```
Forces are in eV/Å.

***

No. 2
Molecular formula: C6H27NO6S
Method: DFT, ωB97M-V/def2-TZVPD

Results
- Energy: -31258.2362 eV
- ΔE to the lowest compared entry with this formula, charge and spin: 103.7 kJ/mol
- 2S+1: 2
- Total charge: +1
- LUMO (spin up / spin down): -3.338 / -8.752 eV
- Frontier orbital gap (spin up / spin down): 0.352 / 0.147 hartree
- HOMO (spin up / spin down): -12.9 / -12.8 eV

The geometry in XYZ format:
```
41
Properties=species:S:1:pos:R:3:forces:R:3
C 1.447 0.226 -0.443 -3.1 0.3 -1.5
N 0.223 -0.065 0.363 1.0 0.8 1.4
C 0.544 -0.015 1.821 1.5 -2.0 -1.3
C -0.366 0.967 2.535 -1.8 0.8 1.1
S -0.331 0.937 4.359 -0.4 -0.6 -0.3
C 1.131 0.212 -2.015 1.7 1.4 0.6
C 2.948 -1.495 -2.332 -2.0 -0.4 1.1
C 1.596 -1.032 -2.799 -0.5 -0.3 2.8
H 1.777 1.211 -0.207 -0.3 1.1 0.3
H 2.275 -0.325 -0.123 1.1 -1.7 0.1
H -0.121 -0.986 0.125 -0.2 0.1 0.0
H 0.386 -1.024 2.253 -0.1 0.6 -0.1
H 1.643 0.178 1.914 -1.0 0.3 0.3
H -0.213 2.045 2.415 0.7 -0.2 -0.4
H -1.400 0.809 2.136 1.0 0.2 1.1
H -1.237 -0.028 4.783 0.4 0.4 -0.7
H 1.690 1.242 -2.140 -1.0 -2.1 -1.5
H 0.109 0.255 -2.383 -0.5 1.0 1.1
H 3.111 -2.259 -2.995 1.7 -2.0 -1.5
H 3.692 -0.776 -2.226 1.4 1.4 -0.6
H 2.837 -1.920 -1.351 0.2 -0.2 0.2
H 1.561 -0.972 -3.837 0.0 1.0 -1.9
H 0.839 -1.877 -2.626 1.0 1.2 0.1
H 1.495 -3.724 -1.028 0.6 2.3 1.2
H 0.277 -3.112 -0.716 0.5 1.3 0.7
O 1.223 -2.840 -0.569 -1.7 -4.1 -1.3
H -0.939 1.740 0.540 -1.6 1.4 0.2
H -1.431 2.830 -0.173 1.3 3.9 -7.8
O -1.603 2.533 0.609 0.2 -5.4 6.8
H -4.472 1.487 -1.298 -3.3 2.0 0.2
H -3.080 1.449 -0.834 0.3 0.2 0.3
O -3.722 0.989 -1.370 3.1 -2.4 -0.4
H -2.519 -2.610 -0.808 0.4 -0.3 0.5
H -2.559 -1.158 -0.964 1.1 -0.5 1.3
O -2.051 -1.850 -0.421 -1.6 0.7 -2.2
H -2.183 -1.808 1.380 -0.4 0.4 0.6
H -2.275 -0.428 1.903 -0.3 1.9 -0.9
O -2.386 -1.294 2.196 0.2 -2.6 0.6
H 1.366 4.012 1.696 3.8 -1.1 3.3
H -0.041 4.221 1.534 -3.0 0.1 1.2
O 0.758 4.254 1.097 -0.7 1.1 -4.5
```
Forces are in eV/Å.

***

No. 3
Molecular formula: C6H27NO7
Method: DFT, ωB97M-V/def2-TZVPD

Results
- Energy: -22471.4340 eV
- ΔE to the lowest compared entry with this formula, charge and spin: 448.2 kJ/mol
- 2S+1: 2
- Total charge: +1
- LUMO (spin up / spin down): -2.893 / -9.413 eV
- Frontier orbital gap (spin up / spin down): 0.325 / 0.085 hartree
- HOMO (spin up / spin down): -11.7 / -11.7 eV

The geometry in XYZ format:
```
41
Properties=species:S:1:pos:R:3:forces:R:3
O -12.839 7.898 -5.204 0.7 -0.3 -0.5
H -12.711 7.998 -4.260 -0.1 0.1 0.3
H -13.787 7.956 -5.325 -0.4 0.1 0.0
O -14.350 10.410 -6.442 0.3 0.2 -0.1
H -14.969 11.060 -6.772 0.0 0.2 -0.1
H -14.891 9.649 -6.229 -0.1 -0.3 0.2
O -16.423 6.329 -2.706 0.3 -0.2 0.3
H -16.361 5.441 -3.057 0.0 -0.3 -0.2
H -17.206 6.315 -2.156 -0.3 0.2 0.2
O -15.622 7.971 -4.704 0.5 0.0 -0.3
H -16.364 8.576 -4.691 -0.3 0.5 -0.2
H -15.788 7.371 -3.977 -0.2 -0.2 0.2
O -17.159 10.235 -5.246 -0.2 -0.1 0.1
H -17.484 10.863 -4.601 -0.1 0.2 0.2
H -17.209 10.701 -6.081 -0.1 0.0 -0.3
C -12.667 5.267 -3.440 -0.1 0.0 1.5
C -12.584 6.070 -2.074 1.2 -2.5 -1.7
C -11.103 6.025 -1.568 -1.6 -0.8 -0.1
O -10.557 4.673 -1.392 0.3 1.7 0.3
C -9.310 4.574 -0.717 0.7 -1.5 0.6
N -12.920 7.405 -2.345 0.1 2.1 0.4
H -12.405 4.230 -3.233 -0.4 -0.2 -0.1
H -12.004 5.598 -4.240 -0.1 0.6 0.2
H -13.708 5.390 -3.738 0.2 -0.4 -0.4
H -13.331 5.651 -1.401 0.5 -0.6 0.5
H -10.983 6.643 -0.679 0.7 -0.3 0.3
H -10.544 6.461 -2.396 0.6 0.1 -0.3
H -9.433 4.697 0.359 -0.6 1.0 0.3
H -8.451 5.153 -1.058 -0.6 0.9 -0.4
H -8.937 3.552 -0.660 -0.6 -0.4 -1.0
H -12.623 8.022 -1.603 0.2 0.3 0.2
H -13.925 7.493 -2.316 -0.3 0.1 -0.4
C -18.999 7.417 -7.407 0.4 0.8 -1.2
C -17.891 8.132 -8.272 -1.5 -0.6 1.2
O -17.502 7.270 -9.336 0.3 0.5 0.7
H -19.836 7.205 -8.072 -0.1 0.0 0.2
H -19.322 8.083 -6.608 0.0 0.1 0.0
H -18.695 6.473 -6.954 0.4 0.1 -0.2
H -17.152 8.478 -7.550 1.0 -0.6 -0.2
H -18.248 9.077 -8.682 -0.6 0.0 -0.1
H -17.044 7.840 -9.959 0.2 -0.2 -0.3
```
Forces are in eV/Å.

***

No. 4
Molecular formula: C6H27NO8
Method: DFT, ωB97M-V/def2-TZVPD

Results
- Energy: -24528.6966 eV
- ΔE to the lowest compared entry with this formula, charge and spin: 300.0 kJ/mol
- Total charge: 0
- LUMO: -0.059 eV
- SMILES: COCCNCCOC.O.O.O.O.O.O
- Frontier orbital gap: 0.344 hartree
- HOMO: -9.4 eV

The geometry in XYZ format:
```
42
Properties=species:S:1:pos:R:3:forces:R:3
C 0.913 -1.108 3.239 1.0 -0.8 0.0
O 0.755 -0.073 2.313 -0.7 -0.2 -1.1
C 1.977 0.372 1.727 -0.1 0.3 1.2
C 1.687 1.353 0.614 0.7 0.3 0.7
N 0.970 0.667 -0.445 -0.5 0.7 0.4
C 0.083 1.489 -1.276 0.6 -1.4 -1.7
C 0.067 0.815 -2.701 0.9 1.3 -0.3
O 1.383 0.366 -3.077 -0.3 -0.7 0.1
C 2.276 1.408 -3.395 0.2 0.2 0.6
H 1.337 -0.723 4.174 -0.2 -0.1 0.1
H 1.597 -1.877 2.853 0.2 0.2 0.0
H 0.011 -1.698 3.404 -0.4 0.6 0.0
H 2.620 -0.417 1.320 -0.3 -0.4 0.2
H 2.465 0.816 2.605 0.8 0.3 -0.6
H 2.648 1.800 0.314 0.1 -0.3 -0.3
H 1.219 2.242 1.048 -0.8 -0.3 -0.3
H 1.620 0.187 -1.058 0.0 0.0 0.0
H 0.488 2.476 -1.515 -0.1 0.3 0.7
H -0.934 1.518 -0.893 0.0 0.3 0.2
H -0.140 1.612 -3.422 -0.6 0.0 0.1
H -0.648 0.019 -2.876 0.2 -0.3 0.4
H 1.954 1.972 -4.273 -0.1 0.1 0.0
H 3.280 1.024 -3.576 -0.2 -0.5 -0.2
H 2.411 2.065 -2.528 -0.2 0.3 -0.2
O -0.387 -3.102 -2.143 -0.2 0.2 0.2
H -1.182 -3.279 -2.654 0.1 0.0 0.0
H -0.698 -2.627 -1.342 0.2 -0.1 -0.5
O -2.961 -0.426 1.640 -0.3 -0.5 0.5
H -2.554 -0.600 2.503 -0.1 -0.1 -0.2
H -3.908 -0.554 1.791 0.1 -0.1 0.1
O -3.956 1.402 -0.381 -0.2 0.0 0.0
H -3.973 0.777 0.354 0.2 0.4 -0.3
H -3.805 2.258 0.037 0.1 -0.1 0.0
O -0.817 -1.486 0.067 0.0 0.3 0.4
H -0.110 -0.798 0.185 -0.4 -0.2 -0.3
H -1.644 -1.060 0.342 0.2 -0.2 -0.1
O -1.665 1.962 1.782 0.0 -0.3 0.0
H -0.733 1.869 2.006 0.0 -0.1 0.0
H -1.979 1.043 1.669 0.2 0.9 -0.1
O 0.045 -4.254 0.672 -0.1 0.0 0.4
H -0.551 -3.489 0.669 0.3 0.0 -0.1
H 0.837 -3.941 0.227 -0.1 0.0 -0.2
```
Forces are in eV/Å.